Density functional theory data (ωB97M-V/def2-TZVPD) for the molecule C19H21N5O3S at a distorted geometry.

The geometry in ORCA input format:
```
! RIJCOSX wB97M-V def2-TZVPD def2/J DEFGRID3
* xyz 0 1
C 1.600 4.114 0.405
C 2.116 2.876 1.132
O 2.855 2.013 0.290
C 2.206 1.208 -0.591
C 3.026 0.438 -1.419
C 2.474 -0.442 -2.329
C 1.102 -0.578 -2.429
C 0.278 0.193 -1.613
C -1.152 -0.012 -1.698
N -1.701 -1.069 -2.256
N -3.023 -1.012 -2.098
C -3.295 0.081 -1.446
S -4.858 0.563 -0.812
C -4.811 -0.543 0.662
C -3.429 -0.388 1.269
O -3.108 0.634 1.845
N -2.593 -1.425 1.024
C -1.198 -1.441 1.226
C -0.566 -0.606 2.142
C 0.811 -0.650 2.247
C 1.571 -1.502 1.465
C 0.938 -2.348 0.560
O 1.568 -3.233 -0.252
C 2.974 -3.290 -0.220
C -0.451 -2.315 0.452
N -2.142 0.770 -1.164
N -2.022 1.986 -0.499
C 0.826 1.088 -0.699
H 2.431 4.646 -0.051
H 1.104 4.773 1.113
H 0.894 3.842 -0.376
H 2.831 3.173 1.905
H 1.292 2.334 1.611
H 4.096 0.549 -1.324
H 3.120 -1.030 -2.964
H 0.652 -1.272 -3.120
H -5.574 -0.158 1.334
H -5.042 -1.557 0.342
H -2.930 -2.175 0.434
H -1.141 0.065 2.757
H 1.308 -0.005 2.957
H 2.643 -1.496 1.568
H 3.340 -3.609 0.761
H 3.253 -4.032 -0.966
H 3.418 -2.325 -0.483
H -0.922 -2.962 -0.271
H -2.193 1.843 0.503
H -2.741 2.622 -0.842
H 0.164 1.667 -0.079
*
```

Output
max |F|	1.196	eV/A
HOMO	-0.30501	Ha
HOMO-LUMO gap	8.80	eV

=====

Density functional theory data (ωB97M-V/def2-TZVPD) for the molecule C19H21N7O3 at a distorted geometry.

The geometry in ORCA input format:
```
! RIJCOSX wB97M-V def2-TZVPD def2/J DEFGRID3
* xyz 0 1
C -0.717 0.877 3.482
O -1.376 0.703 4.713
C -2.577 -0.029 4.631
C -3.764 0.802 4.123
C -5.035 -0.035 3.961
N -4.911 -0.972 2.865
C -5.388 -0.706 1.637
O -6.167 0.174 1.360
C -4.851 -1.692 0.568
N -3.423 -1.694 0.583
N -2.715 -2.120 1.604
N -1.477 -1.899 1.331
C -1.446 -1.327 0.108
C -0.238 -0.920 -0.569
C 0.999 -1.095 0.050
C 2.152 -0.710 -0.597
C 2.095 -0.147 -1.874
N 3.302 0.208 -2.477
C 3.515 0.795 -3.693
O 2.642 1.146 -4.457
C 4.960 0.993 -4.012
C 5.323 2.078 -4.809
C 6.655 2.265 -5.127
C 7.580 1.351 -4.641
N 7.244 0.299 -3.914
C 5.972 0.121 -3.613
C 0.858 0.029 -2.492
C -0.296 -0.355 -1.841
N -2.683 -1.191 -0.373
H -0.576 -0.083 2.971
H -1.259 1.557 2.814
H 0.253 1.312 3.713
H -2.422 -0.911 3.993
H -2.780 -0.367 5.652
H -3.516 1.248 3.157
H -3.950 1.614 4.827
H -5.246 -0.591 4.878
H -5.881 0.615 3.727
H -4.190 -1.680 2.950
H -5.184 -1.368 -0.418
H -5.225 -2.696 0.787
H 1.039 -1.534 1.034
H 3.111 -0.847 -0.116
H 4.121 0.016 -1.916
H 4.554 2.752 -5.158
H 6.971 3.097 -5.737
H 8.637 1.455 -4.847
H 5.760 -0.780 -3.050
H 0.811 0.464 -3.476
H -1.257 -0.223 -2.312
*
```

Output
max |F|	1.063	eV/A
HOMO	-0.31605	Ha
HOMO-LUMO gap	8.66	eV

=====

Density functional theory data (ωB97M-V/def2-TZVPD) for the molecule C19H21NO4.

The geometry in ORCA input format:
```
! RIJCOSX wB97M-V def2-TZVPD def2/J DEFGRID3
* xyz 0 1
C -2.001 -4.308 0.189
O -1.696 -2.970 0.501
C -0.383 -2.586 0.514
C 0.693 -3.397 0.171
C 1.976 -2.881 0.175
C 2.219 -1.555 0.521
O 3.526 -1.148 0.480
C 3.792 0.233 0.347
C 3.380 0.750 -1.040
C 3.153 2.264 -1.055
C 1.983 2.659 -0.165
O 2.124 3.270 0.870
N 0.783 2.232 -0.655
C -0.477 2.291 -0.047
C -0.748 3.130 1.030
C -2.018 3.148 1.580
C -3.017 2.342 1.070
C -2.754 1.486 0.001
C -3.866 0.620 -0.481
C -3.488 -0.593 -1.291
O -5.017 0.872 -0.206
C -1.479 1.469 -0.555
C 1.142 -0.756 0.896
C -0.139 -1.269 0.892
H -1.532 -5.001 0.894
H -1.695 -4.563 -0.831
H -3.084 -4.388 0.271
H 0.549 -4.429 -0.107
H 2.814 -3.504 -0.093
H 3.299 0.812 1.136
H 4.872 0.323 0.487
H 4.151 0.488 -1.767
H 2.465 0.229 -1.334
H 2.961 2.598 -2.077
H 4.042 2.774 -0.684
H 0.809 1.686 -1.505
H 0.033 3.755 1.430
H -2.225 3.802 2.413
H -4.012 2.351 1.488
H -3.007 -0.297 -2.221
H -2.801 -1.217 -0.723
H -4.386 -1.160 -1.523
H -1.252 0.822 -1.389
H 1.284 0.266 1.208
H -0.972 -0.650 1.187
*
```

Output
max |F|	0.643	eV/A
HOMO	-0.29925	Ha
HOMO-LUMO gap	8.52	eV

=====

Question: HOMO-LUMO gap of number 2 (C19H21N7O3)?
Answer: 8.66 eV